ORCA calculation (ωB97M-V with the def2-TZVPD basis set) on a molecular structure, C24H24ClHgN4O2STe.

Positions of all 58 atoms, in Å:
Hg 0.4605 0.2638 -0.6020
C -1.1716 -0.7244 3.5966
C -0.8654 -0.7583 2.1201
N 0.3001 -0.3516 1.6215
N 1.2388 0.1444 2.4620
C 2.3588 0.5436 1.9797
N 3.2709 1.0651 2.9190
S 2.9319 0.4927 0.3350
C -1.8414 -1.1909 1.1972
C -3.1325 -1.6435 1.5996
C -4.0728 -1.9698 0.6625
C -3.7524 -1.8628 -0.7087
C -2.4676 -1.4479 -1.0260
N -1.5302 -1.1425 -0.1475
H -0.3182 -0.3055 4.1179
H -1.3712 -1.7270 3.9903
H -2.0424 -0.0931 3.7918
H 2.7755 1.4155 3.7283
H 3.8522 1.7771 2.5031
H -3.3721 -1.7207 2.6526
H -5.0591 -2.3037 0.9686
H -4.4773 -2.0831 -1.4816
H -2.1738 -1.3531 -2.0704
C 0.2324 -0.6497 -9.0406
C 0.0887 -0.3987 -7.5618
C 1.1791 -0.0717 -6.7670
C 1.0385 0.2362 -5.4179
C 2.2651 0.5522 -4.6063
C -0.2322 0.2458 -4.8202
Te -0.5716 1.2287 -2.9231
C -1.3240 -0.1852 -5.5929
C -2.7121 -0.3576 -5.0237
C -1.1500 -0.4836 -6.9430
H 1.2733 -0.5582 -9.3541
H -0.3565 0.0686 -9.6160
H -0.1189 -1.6483 -9.3129
H 2.1692 -0.0377 -7.2144
H 3.1636 0.5337 -5.2266
H 2.3783 -0.1716 -3.7965
H 2.1740 1.5309 -4.1325
H -2.6872 -0.3271 -3.9379
H -3.1348 -1.3116 -5.3486
H -3.3772 0.4416 -5.3615
H -2.0191 -0.7832 -7.5247
Cl -5.8753 6.6737 -0.7986
C -4.5698 5.5986 -0.3327
C -4.1839 4.5864 -1.1946
C -3.1319 3.7579 -0.8279
C -2.4852 3.9274 0.3899
C -2.9097 4.9379 1.2446
C -3.9470 5.7883 0.8897
C -1.2929 3.0456 0.7950
O -0.9953 3.0316 1.9948
O -0.7605 2.4286 -0.1702
H -4.6912 4.4543 -2.1413
H -2.7958 2.9701 -1.4911
H -2.4052 5.0362 2.1974
H -4.2682 6.5853 1.5481

Total charge ... -2
E_tot ... -2578.35134 Ha
Largest force on an atom ... 0.7 eV/Å
Highest occupied orbital energy (alpha / beta) ... 0.47 / -1.71 eV
HOMO-LUMO gap (alpha / beta) ... 0.1345 / 0.2146 Ha
Relative energy (zero: lowest compared OMol25 entry of this formula, charge and spin) ... 0.0 kcal/mol
Molecular weight ... 796.19 g/mol
LUMO level (alpha / beta) ... 4.13 / 4.13 eV
2S+1 ... 2

Here are the Löwdin charges for atoms 1 to 6, given in e: 0.6503 -0.0617 -0.3174 -0.1121 -0.0444 -0.9505



ORCA calculation (ωB97M-V with the def2-TZVPD basis set) on 8 unconnected molecules or ions with the total composition C24H24F8O24.

Positions of all 80 atoms, in Å:
O 22.9312 12.3092 -21.9008
C 23.6372 11.4206 -21.5510
O 24.5218 11.5053 -20.5427
C 25.3759 10.3881 -20.5661
C 24.9650 9.5636 -21.7817
F 24.6069 8.3264 -21.3090
O 23.8339 10.2756 -22.2383
H 26.4424 10.5871 -20.4774
H 25.1658 9.8629 -19.6303
H 25.6244 9.4710 -22.6406
O 31.6729 15.0678 -22.4376
C 32.0400 15.9341 -21.7193
O 31.3412 17.0838 -21.5083
C 31.8148 17.6686 -20.2687
C 33.2360 17.1147 -20.2215
F 33.6205 16.8889 -18.9326
O 33.1276 15.9128 -20.9404
H 31.8141 18.7470 -20.4111
H 31.1245 17.4196 -19.4673
H 34.0108 17.7725 -20.6147
O 29.9231 9.2905 -19.7476
C 30.0859 10.2617 -20.4167
O 30.2072 10.2969 -21.7274
C 30.2944 11.6571 -22.1902
C 29.7859 12.4392 -20.9773
F 28.4155 12.4839 -20.9500
O 30.1307 11.5380 -19.9037
H 31.3518 11.8535 -22.3532
H 29.6200 11.7740 -23.0343
H 30.1931 13.4105 -20.7105
O 32.8791 6.8992 -24.3161
C 33.3243 7.9764 -24.5185
O 33.9235 8.4034 -25.6091
C 34.4145 9.7212 -25.4537
C 33.6146 10.1833 -24.2105
F 32.4207 10.7455 -24.5657
O 33.3749 8.9766 -23.5677
H 35.4928 9.6966 -25.3026
H 34.1792 10.3539 -26.3071
H 34.1915 10.8804 -23.6075
O 26.6184 12.2555 -18.4488
C 27.1208 11.3779 -17.8351
O 27.3344 11.4072 -16.5095
C 27.4056 10.0740 -16.0231
C 27.7706 9.2610 -17.2586
F 26.9330 8.1724 -17.2821
O 27.3387 10.1111 -18.3034
H 28.0274 9.9170 -15.1434
H 26.3852 9.8712 -15.6842
H 28.8201 8.9846 -17.3360
O 27.5156 12.0438 -24.2328
C 26.4595 12.4789 -24.5727
O 26.1847 13.7205 -25.0131
C 24.7500 13.8630 -25.0650
C 24.2855 12.4197 -25.2670
F 24.4331 12.0559 -26.5946
O 25.3284 11.7607 -24.5956
H 24.4507 14.1886 -24.0665
H 24.5575 14.5465 -25.8861
H 23.2751 12.2736 -24.8928
O 29.3401 4.3398 -22.7477
C 30.1526 4.9804 -22.1501
O 30.1276 6.2995 -21.9741
C 31.3057 6.7518 -21.3167
C 31.9815 5.4596 -20.8999
F 31.8093 5.2001 -19.5608
O 31.3153 4.4599 -21.6575
H 31.9790 7.2935 -21.9815
H 31.0166 7.3744 -20.4740
H 33.0157 5.2830 -21.1978
O 33.8942 12.5414 -21.9022
C 33.7338 12.4493 -20.7333
O 34.3880 11.6186 -19.8860
C 34.0623 11.9063 -18.5510
C 33.0116 13.0263 -18.6671
F 33.4881 14.1945 -18.1175
O 32.8852 13.2345 -20.0382
H 33.5877 11.0512 -18.0672
H 34.9064 12.2503 -17.9539
H 32.1309 12.7043 -18.1101

E_tot ... -3533.74922 Ha
Largest force on an atom ... 2.2 eV/Å
Highest occupied orbital energy ... -10.62 eV
HOMO-LUMO gap ... 0.3927 Ha
Relative energy (zero: lowest compared OMol25 entry of this formula, charge and spin) ... 20.4 kcal/mol
Molecular weight ... 848.42 g/mol
LUMO level ... 0.06 eV
SMILES ... O=C1OC[C@@H](F)O1.O=C1OC[C@@H](F)O1.O=C1OC[C@@H](F)O1.O=C1OC[C@@H](F)O1.O=C1OC[C@@H](F)O1.O=C1OC[C@@H](F)O1.O=C1OC[C@@H](F)O1.O=C1OC[C@@H](F)O1

Here are the Löwdin charges for atoms 1 to 6, given in e: 0.1590 -0.5555 0.0902 -0.0701 -0.2549 0.0586



ORCA calculation (ωB97M-V with the def2-TZVPD basis set) on a molecular structure, C24H24MoNO4S3Sb.

Positions of all 58 atoms, in Å:
Mo 0.4177 0.0761 -0.8409
S -3.0028 -1.8405 2.0660
Sb -0.7633 -2.2896 1.2126
S 0.5397 -0.1530 1.3646
S -0.5384 -1.9565 -1.2013
C 4.1431 2.3302 -4.9068
O 4.2799 1.9450 -3.5204
C 3.2943 2.2111 -2.6773
C 2.0411 2.7221 -3.0401
C 1.0744 2.9269 -2.0776
C 1.3289 2.6538 -0.7225
C 2.5886 2.1842 -0.3523
C 3.5255 1.9142 -1.3241
N 4.7351 1.2311 -0.9746
C 5.0759 0.0552 -1.4019
C 4.3426 -0.8659 -2.2301
C 5.1720 -1.6853 -3.0168
C 4.6627 -2.5090 -3.9973
C 3.2887 -2.5533 -4.1917
C 2.4398 -1.8073 -3.3852
C 2.9422 -0.9836 -2.3962
O 2.0608 -0.3738 -1.5516
H 5.0857 2.0720 -5.3747
H 3.9773 3.4037 -4.9856
H 3.3293 1.7789 -5.3769
H 1.8336 2.9669 -4.0718
H 0.1132 3.3348 -2.3626
H 0.6218 2.9632 0.0364
H 2.8288 1.9933 0.6874
H 5.4260 1.7457 -0.4362
H 6.0897 -0.2377 -1.1447
H 6.2439 -1.6370 -2.8659
H 5.3251 -3.1118 -4.6022
H 2.8681 -3.1900 -4.9590
H 1.3671 -1.8798 -3.5107
C -5.3667 -0.3314 3.6530
C -4.5076 0.2659 2.6051
C -3.9990 1.5289 2.6901
C -3.2300 2.0922 1.6610
C -2.7410 3.4830 1.8204
C -2.9653 1.3476 0.4649
C -3.5330 0.1234 0.2662
C -3.6574 -0.5707 -1.0435
C -4.2046 -0.5425 1.3981
C -2.0872 1.9487 -0.5891
O -2.1084 3.0645 -0.9884
O -1.1415 1.0460 -1.0129
H -5.3819 0.2629 4.5624
H -5.0603 -1.3540 3.8903
H -6.3916 -0.4059 3.2707
H -4.2026 2.1264 3.5696
H -2.8929 3.8500 2.8311
H -3.2849 4.1331 1.1264
H -1.6895 3.5814 1.5468
H -4.6678 -0.3566 -1.4140
H -3.6046 -1.6540 -0.9308
H -2.9572 -0.2344 -1.8004
H -5.0609 -1.1384 1.0791

Total charge ... +3
E_tot ... -2786.77418 Ha
Largest force on an atom ... 0.4 eV/Å
Highest occupied orbital energy (alpha / beta) ... -17.10 / -17.23 eV
HOMO-LUMO gap (alpha / beta) ... 0.2456 / 0.2395 Ha
Relative energy (zero: lowest compared OMol25 entry of this formula, charge and spin) ... 0.0 kcal/mol
Molecular weight ... 704.36 g/mol
LUMO level (alpha / beta) ... -10.42 / -10.71 eV
2S+1 ... 2

Here are the Löwdin charges for atoms 1 to 6, given in e: 1.1670 0.5476 0.7501 0.1125 0.1240 0.0094